1.
57
Properties=species:S:1:pos:R:3 method="wB97M-V/def2-TZVPD" homo_lumo_gap_ev=9.453 e_homo_ev=-12.05 total_charge=+1 total_energy_ev=-81779.6187 lumo_energy_ev=-2.597
C 1.58 3.85 2.00
C 0.26 3.09 1.89
C 0.47 1.58 1.74
N 0.44 1.11 0.35
C 0.39 2.00 -0.80
C -1.01 2.41 -1.22
C -1.31 3.76 -1.35
C -2.58 4.19 -1.74
C -3.58 3.27 -2.01
C -3.29 1.91 -1.89
C -2.02 1.48 -1.50
C 0.47 -0.20 0.16
N 0.50 -1.11 1.13
C 0.55 -2.30 0.54
C 0.56 -3.52 1.37
C 0.83 -4.90 0.73
C -0.36 -5.86 0.90
O -0.45 -6.76 -0.21
N 0.55 -2.16 -0.79
C 0.56 -3.12 -1.85
C -0.60 -3.75 -2.26
C -0.50 -4.68 -3.27
C 0.75 -4.92 -3.83
N 1.88 -4.31 -3.45
C 1.76 -3.42 -2.47
N 0.52 -0.82 -1.04
H 1.47 4.89 1.72
H 1.93 3.84 3.03
H 2.36 3.41 1.38
H -0.30 3.25 2.81
H -0.36 3.49 1.10
H -0.25 1.03 2.34
H 1.45 1.33 2.15
H 0.92 2.92 -0.58
H 0.93 1.55 -1.64
H -0.56 4.51 -1.15
H -2.80 5.24 -1.83
H -4.57 3.57 -2.31
H -4.05 1.17 -2.09
H -1.87 0.42 -1.39
H 1.30 -3.33 2.15
H -0.39 -3.54 1.90
H 1.13 -4.88 -0.30
H 1.65 -5.34 1.28
H -1.30 -5.31 0.99
H -0.22 -6.46 1.78
H -1.21 -6.51 -0.75
H -1.53 -3.50 -1.78
H -1.37 -5.20 -3.62
H 0.84 -5.64 -4.63
H 2.67 -2.93 -2.13
H 0.49 -0.46 -1.98
C 1.46 7.14 4.49
Cl 0.01 6.12 4.34
Cl 2.02 7.61 2.88
Cl 1.07 8.58 5.42
Cl 2.73 6.22 5.31

2.
57
Properties=species:S:1:pos:R:3 method="wB97M-V/def2-TZVPD" homo_lumo_gap_ev=8.116 e_homo_ev=-9.36 total_energy_ev=-60262.1516 lumo_energy_ev=-1.239
C -3.52 -3.86 0.31
C -2.54 -2.70 0.21
C -2.67 -1.98 -1.13
C -1.61 -0.90 -1.39
N -1.92 0.37 -0.75
C -1.59 0.56 0.65
C -2.82 0.98 1.45
C -2.52 1.19 2.93
C -1.61 2.39 3.19
S -1.80 1.74 -1.68
O -2.55 2.78 -1.05
O -2.10 1.39 -3.03
C -0.06 2.15 -1.54
C 0.35 3.15 -0.68
C 1.69 3.30 -0.39
C 2.62 2.43 -0.95
N 3.96 2.46 -0.54
C 4.70 1.39 -0.14
O 5.85 1.48 0.19
C 3.97 0.07 -0.15
C 4.44 -0.96 -0.95
C 3.78 -2.17 -1.01
C 2.64 -2.35 -0.25
N 1.90 -3.59 -0.34
O 0.84 -3.65 0.25
O 2.37 -4.48 -1.00
C 2.18 -1.36 0.61
C 2.86 -0.16 0.67
Cl 2.31 1.04 1.78
C 2.21 1.49 -1.90
C 0.87 1.35 -2.18
H -3.42 -4.36 1.27
H -3.33 -4.59 -0.48
H -4.54 -3.51 0.21
H -2.73 -2.00 1.03
H -1.52 -3.08 0.32
H -2.58 -2.72 -1.93
H -3.65 -1.52 -1.22
H -0.62 -1.26 -1.08
H -1.60 -0.68 -2.45
H -0.82 1.34 0.73
H -1.18 -0.37 1.04
H -3.59 0.21 1.34
H -3.21 1.90 1.01
H -3.46 1.35 3.46
H -2.06 0.29 3.34
H -1.53 2.58 4.26
H -0.61 2.21 2.81
H -2.01 3.28 2.71
H -0.40 3.78 -0.23
H 2.02 4.06 0.30
H 4.39 3.37 -0.36
H 5.33 -0.79 -1.54
H 4.13 -2.98 -1.65
H 1.31 -1.54 1.23
H 2.94 0.87 -2.40
H 0.52 0.62 -2.90

3.
72
Properties=species:S:1:pos:R:3 method="wB97M-V/def2-TZVPD" homo_lumo_gap_ev=9.935 e_homo_ev=-9.64 total_energy_ev=-76175.6353 lumo_energy_ev=0.296
N 2.32 -0.58 2.44
C 0.99 0.07 2.51
C 0.12 -0.18 1.24
O -1.18 -0.75 1.51
C -2.04 0.14 2.06
O -1.93 0.62 3.12
O -3.16 0.47 1.30
C -4.20 -0.45 1.69
C -5.53 0.41 1.89
C -6.46 -0.14 3.05
O -6.73 -0.27 1.53
H 2.96 0.06 2.93
H 2.23 -1.43 2.99
H 0.44 -0.31 3.40
H 1.05 1.16 2.66
H 0.08 0.74 0.63
H 0.67 -0.93 0.64
H -4.47 -1.19 0.92
H -4.00 -0.88 2.67
H -5.47 1.51 1.76
H -7.45 0.29 3.22
H -6.33 -1.20 3.30
O 6.16 0.45 5.35
C 6.12 1.15 4.40
O 7.07 2.07 4.08
C 6.73 2.60 2.79
C 5.26 2.32 2.71
F 4.87 2.08 1.44
O 5.12 1.12 3.46
H 7.30 2.07 2.03
H 6.96 3.66 2.73
H 4.63 3.10 3.15
O -10.40 -1.92 -2.85
C -9.30 -1.58 -2.60
O -8.23 -2.42 -2.54
C -7.07 -1.61 -2.34
C -7.65 -0.37 -1.72
F -6.94 0.73 -2.07
O -8.94 -0.29 -2.32
H -6.60 -1.41 -3.30
H -6.35 -2.10 -1.69
H -7.75 -0.41 -0.64
O -5.04 -3.03 2.85
C -3.99 -3.58 2.77
O -2.95 -3.16 1.99
C -1.84 -4.00 2.29
C -2.51 -5.23 2.84
F -1.74 -5.83 3.78
O -3.67 -4.71 3.46
H -1.20 -3.51 3.02
H -1.25 -4.21 1.40
H -2.80 -5.97 2.09
O 6.75 3.77 0.04
C 6.26 3.77 -1.04
O 5.52 4.79 -1.54
C 5.22 4.46 -2.90
C 5.34 2.96 -2.90
F 5.78 2.50 -4.09
O 6.35 2.73 -1.92
H 5.95 4.94 -3.56
H 4.22 4.80 -3.18
H 4.43 2.44 -2.62
O 2.37 0.85 -3.96
C 3.04 0.47 -4.87
O 3.58 1.29 -5.81
C 4.42 0.48 -6.63
C 3.85 -0.90 -6.42
F 4.80 -1.85 -6.50
O 3.37 -0.83 -5.09
H 5.45 0.55 -6.28
H 4.38 0.80 -7.67
H 3.02 -1.15 -7.10

4.
52
Properties=species:S:1:pos:R:3 method="wB97M-V/def2-TZVPD" homo_lumo_gap_ev=5.110 e_homo_ev=-13.17 total_charge=+2 total_energy_ev=-36060.5088 lumo_energy_ev=-8.056
C 0.94 -3.86 1.02
C -0.53 -3.72 0.59
H 1.62 -3.56 0.22
H 1.18 -4.92 1.23
H 1.22 -3.29 1.93
H -0.77 -2.89 -0.12
H -0.86 -4.64 0.09
H -1.20 -3.63 1.46
C 2.28 1.15 -0.16
C 2.88 2.35 -0.49
C 2.18 3.30 -1.25
C 0.88 3.02 -1.66
H 2.80 0.25 0.22
H 3.92 2.52 -0.21
H 2.63 4.24 -1.56
H 0.32 3.60 -2.41
N 0.95 1.00 -0.39
C 0.23 1.91 -1.14
C -1.16 1.57 -1.39
N -1.55 0.30 -0.98
C -2.87 -0.07 -0.95
C -3.41 1.99 -2.07
C -3.80 0.75 -1.57
H -3.07 -1.04 -0.47
H -4.83 0.41 -1.65
C -2.10 2.42 -1.96
H -1.76 3.41 -2.27
H -4.13 2.63 -2.58
Hf -0.08 -0.81 -0.03
I 0.94 -1.80 -2.45
C 2.51 1.84 3.22
N 1.88 0.78 3.95
C 1.50 1.13 5.29
C 1.21 -0.32 3.24
C -0.25 0.00 3.07
C -1.07 0.14 4.22
C -2.22 0.93 4.19
C -2.63 1.50 2.98
C -1.87 1.27 1.82
C -0.79 0.37 1.84
H 3.11 2.46 3.91
H 1.78 2.56 2.79
H 3.13 1.46 2.41
H 0.66 1.83 5.31
H 1.23 0.26 5.90
H 2.32 1.67 5.78
H 1.75 -0.54 2.29
H 1.30 -1.23 3.87
H -0.73 -0.35 5.13
H -2.78 1.11 5.11
H -3.53 2.11 2.96
H -2.11 1.84 0.91

5.
52
Properties=species:S:1:pos:R:3 method="wB97M-V/def2-TZVPD" homo_lumo_gap_ev=9.381 e_homo_ev=-8.64 total_energy_ev=-40109.8833 lumo_energy_ev=0.739
O -2.89 -1.07 0.89
C -1.87 -0.69 0.36
N -1.16 0.36 0.77
C -1.58 1.19 1.87
C -0.39 1.84 2.56
C 0.39 2.76 1.62
N 1.22 2.02 0.67
C 1.50 2.80 -0.53
C 2.36 1.97 -1.49
O 3.57 1.59 -0.89
C 3.31 0.82 0.26
C 2.48 1.61 1.27
C -1.35 -1.38 -0.90
S 0.49 -1.51 -0.88
C 0.60 -2.61 0.52
C 1.04 -2.13 1.74
C 1.10 -2.98 2.83
C 0.72 -4.31 2.70
C 0.29 -4.78 1.47
C 0.24 -3.94 0.38
C -1.84 -0.65 -2.11
C -1.29 0.57 -2.49
C -1.78 1.25 -3.58
C -2.84 0.74 -4.31
C -3.41 -0.47 -3.93
C -2.91 -1.16 -2.84
H -0.28 0.63 0.33
H -2.26 1.97 1.50
H -2.15 0.56 2.57
H -0.76 2.43 3.41
H 0.26 1.07 2.96
H -0.33 3.36 1.05
H 1.01 3.46 2.21
H 0.55 3.06 -1.01
H 2.04 3.73 -0.28
H 2.62 2.57 -2.37
H 1.80 1.08 -1.80
H 4.28 0.55 0.68
H 2.77 -0.10 -0.02
H 2.29 1.00 2.15
H 3.06 2.50 1.59
H -1.74 -2.41 -0.90
H 1.32 -1.09 1.84
H 1.43 -2.61 3.79
H 0.76 -4.97 3.55
H 0.01 -5.82 1.36
H -0.08 -4.31 -0.59
H -0.45 0.97 -1.94
H -1.33 2.19 -3.87
H -3.23 1.27 -5.16
H -4.23 -0.88 -4.49
H -3.35 -2.10 -2.55

6.
54
Properties=species:S:1:pos:R:3 method="wB97M-V/def2-TZVPD" homo_lumo_gap_ev=8.949 e_homo_ev=-8.85 total_energy_ev=-44204.4875 lumo_energy_ev=0.104
C -3.88 6.57 -0.34
C -2.51 6.30 0.20
C -1.82 7.32 0.85
C -0.55 7.11 1.35
C 0.03 5.86 1.24
C -0.66 4.83 0.61
N -0.03 3.56 0.54
C -0.58 2.40 0.99
O -1.70 2.31 1.46
C 0.32 1.21 0.85
C 0.20 0.20 1.80
C 1.00 -0.93 1.71
C 1.89 -1.05 0.66
S 2.90 -2.52 0.48
O 2.70 -3.34 1.64
O 4.23 -2.12 0.14
N 2.18 -3.16 -0.89
C 3.04 -3.72 -1.91
C 0.92 -3.82 -0.64
C 1.06 -5.26 -0.09
C -0.25 -5.76 0.53
C -0.95 -6.40 -0.67
C 0.24 -6.98 -1.44
O 1.37 -6.17 -1.13
C 2.01 -0.06 -0.30
C 1.23 1.08 -0.20
C -1.91 5.04 0.04
C -2.60 3.96 -0.73
H -3.88 6.56 -1.43
H -4.58 5.81 0.00
H -4.23 7.54 -0.02
H -2.28 8.29 0.96
H -0.02 7.91 1.84
H 1.01 5.67 1.65
H 0.97 3.58 0.44
H -0.52 0.31 2.59
H 0.94 -1.73 2.43
H 3.16 -4.80 -1.80
H 4.01 -3.24 -1.81
H 2.62 -3.50 -2.89
H 0.36 -3.84 -1.58
H 0.39 -3.20 0.08
H 1.88 -5.26 0.63
H -0.04 -6.51 1.28
H -0.83 -4.96 0.98
H -1.46 -5.64 -1.27
H -1.66 -7.17 -0.39
H 0.45 -8.01 -1.12
H 0.10 -6.98 -2.52
H 2.71 -0.19 -1.10
H 1.30 1.85 -0.96
H -3.20 3.35 -0.05
H -1.86 3.30 -1.19
H -3.24 4.37 -1.50